{"formula": "C46H41AsN5O9S2Zr", "method": "wB97M-V/def2-TZVPD", "e_homo_ev": -9.090, "de_lowest_kj_mol": 51.7, "charge": 1, "lumo_energy_ha": -0.138, "total_energy_ev": -158034.67840, "symbols": ["C", "C", "S", "H", "C", "C", "Zr", "S", "O", "C", "C", "H", "H", "N", "H", "N", "C", "C", "C", "C", "O", "H", "C", "C", "H", "H", "C", "H", "C", "H", "O", "C", "H", "N", "H", "C", "H", "C", "As", "H", "C", "H", "O", "C", "H", "C", "H", "O", "H", "N", "H", "C", "O", "H", "H", "C", "H", "H", "H", "H", "C", "H", "C", "C", "H", "C", "H", "H", "C", "C", "C", "C", "H", "C", "O", "H", "C", "C", "C", "C", "N", "C", "H", "H", "C", "C", "C", "C", "H", "H", "C", "H", "C", "H", "H", "O", "H", "C", "H", "O", "C", "H", "C", "H", "C"], "xyz": [[0.840146, -0.885491, 6.123535], [2.470061, -3.721785, 1.744596], [4.894124, 1.907886, -6.342166], [-4.237890, 2.894452, 3.433937], [1.513121, -2.735911, 1.594072], [0.020576, -2.940711, 1.407646], [0.298813, 0.011070, 0.760623], [-3.185187, 0.065599, 0.693874], [2.100808, 0.967981, 0.981815], [-0.112171, 2.234434, 3.175668], [-3.677556, -3.367500, -2.245285], [2.727306, 0.361517, -3.359340], [2.789257, -0.044592, -1.626556], [1.864686, -1.461852, 1.511733], [-3.568276, 1.790741, -0.900830], [2.503178, 2.290767, -5.176446], [-2.769341, -0.596775, 4.266289], [-0.492730, 0.867373, -2.230604], [1.396907, 2.756574, -2.713805], [-2.446830, 1.704916, 3.565419], [5.032469, 0.955273, -7.420562], [-3.296394, -4.586114, -0.518334], [1.170426, 2.631847, -7.483946], [3.265548, 0.427430, 1.355587], [1.498600, 5.062566, 2.263960], [-3.753021, 0.027144, -2.242720], [1.184865, 2.436074, -5.157437], [0.673735, 2.781734, -8.437292], [1.005146, -1.849415, -1.981549], [1.053311, 2.472157, 5.626379], [4.282273, 1.028229, 1.533834], [3.128033, -1.066927, 1.550332], [-0.336734, -3.346181, -1.310305], [1.937108, -1.531711, -2.851925], [-2.702136, 4.388837, 2.727366], [1.727895, 0.220614, 8.062432], [-0.829775, 5.867014, 2.136897], [0.428890, 2.594089, -6.300742], [-0.011176, 0.381998, 3.710115], [-0.801920, -2.561833, -2.821375], [1.633525, 1.443944, 7.414235], [3.903734, -0.818193, -2.777158], [5.090358, 1.356075, -5.012657], [2.088246, -2.242164, -4.128107], [-4.135029, 2.192811, 0.741836], [-3.819634, 1.918683, 3.650411], [-0.933087, 0.901473, -4.314912], [-1.731096, 0.591760, 0.549708], [2.722753, -1.638185, -4.771785], [0.237872, 1.334009, -1.204334], [-2.369561, -1.576239, 4.499514], [1.133261, 1.512938, 6.121968], [-0.453787, -4.042568, 1.278406], [2.561695, -3.212615, -3.980322], [2.115453, 0.173743, 9.071217], [1.118825, 2.317517, -1.439129], [-5.098628, 1.080167, -0.267184], [1.125762, -2.370131, -4.617754], [-4.015357, -1.878588, -3.756281], [1.408618, -1.897140, 7.923294], [4.151288, -1.981496, 1.716757], [4.578709, -4.071140, 1.936548], [-3.795229, -2.053701, -2.710189], [0.681705, 4.393928, 2.500078], [-3.046469, -2.688735, 1.021156], [-0.630829, 4.846031, 2.434845], [1.686091, 2.669872, -0.588678], [-4.800261, -1.169768, 4.652816], [-4.137718, -0.371180, 4.346701], [2.894271, -0.436592, -2.632372], [-3.265470, -2.511797, -0.023079], [1.330606, -0.943274, 7.419177], [2.170036, -4.758938, 1.794703], [0.947678, 3.082241, 2.870617], [0.870288, -1.184548, -0.906973], [-3.305284, -5.396156, -2.858768], [-4.093604, 1.420093, -0.022941], [-3.873333, -4.524591, -3.180408], [-3.403625, -3.577488, -0.896935], [-3.650428, -0.977959, -1.854958], [2.479711, 2.456896, -7.523768], [-1.934476, 0.443591, 3.892156], [5.177361, -1.643421, 1.754733], [-5.720444, 1.057308, 4.129666], [-1.688920, 4.008372, 2.760476], [0.733891, 0.345055, 5.483870], [-0.357279, 1.345404, -3.512811], [0.677921, 2.233430, -3.783441], [-0.645090, 2.719977, -6.295229], [0.545716, -1.801347, 5.623166], [3.803734, -3.325809, 1.816244], [-1.182320, 0.060512, -2.013469], [0.044107, -2.963831, -2.255168], [2.216478, 3.437412, -2.895949], [1.971807, 2.733761, 2.911937], [5.466983, 3.216882, -6.561473], [1.947389, 2.349535, 7.915745], [-1.435881, 2.699115, 3.149406], [-4.926414, -4.811696, -3.208481], [-0.628958, -1.802059, 1.354474], [-3.383400, -1.213359, -0.506871], [0.487572, -3.771313, -2.831133], [-4.655592, 0.883245, 4.045683], [-3.578709, -4.268007, -4.197205], [3.106324, 2.266729, -6.356506]], "atomic_forces_ev_per_a": [[0.03, -0.04, -0.01], [0.00, 0.06, 0.05], [-0.05, 0.03, -0.15], [0.00, 0.00, -0.01], [0.01, -0.10, 0.03], [0.20, 0.00, -0.02], [0.32, -0.90, -0.56], [0.09, -0.12, 0.21], [-0.13, -0.14, 0.11], [0.07, 0.25, 0.31], [-0.01, 0.01, -0.01], [0.10, -0.05, -0.05], [0.00, -0.02, 0.01], [-0.16, 0.16, -0.07], [0.00, -0.04, -0.02], [0.09, -0.04, 0.07], [-0.03, 0.02, -0.02], [-0.11, 0.45, 0.18], [-0.09, 0.10, -0.06], [0.03, -0.02, -0.05], [0.01, -0.03, 0.06], [0.00, 0.00, 0.00], [-0.07, -0.06, 0.04], [-0.08, 0.03, 0.11], [0.00, 0.00, 0.00], [-0.01, 0.00, 0.01], [-0.12, -0.08, -0.04], [0.02, 0.05, 0.00], [0.22, 0.22, -0.30], [-0.02, -0.01, -0.01], [0.02, -0.02, -0.04], [0.06, -0.01, 0.03], [-0.01, 0.00, 0.00], [-0.09, -0.03, 0.10], [0.00, 0.00, 0.00], [0.00, 0.01, -0.01], [0.00, 0.00, 0.01], [0.14, 0.12, -0.07], [-0.22, 0.25, -0.73], [0.00, -0.01, -0.01], [0.01, -0.02, 0.01], [0.00, 0.03, -0.05], [-0.01, -0.12, 0.12], [0.01, 0.04, -0.04], [0.02, 0.01, 0.00], [0.02, -0.01, -0.03], [-0.02, 0.05, -0.02], [0.13, 0.01, 0.14], [0.02, 0.01, 0.00], [-0.16, 0.09, 0.27], [0.02, 0.01, 0.02], [-0.03, 0.02, 0.00], [-0.10, 0.04, 0.09], [0.00, 0.01, 0.00], [0.00, 0.00, 0.00], [0.11, -0.13, -0.07], [-0.01, 0.00, 0.03], [-0.01, -0.01, 0.01], [0.00, 0.01, 0.00], [0.00, 0.00, 0.00], [-0.03, 0.00, 0.05], [0.00, 0.00, 0.00], [0.01, -0.03, 0.00], [0.00, -0.01, -0.01], [0.00, 0.00, 0.00], [0.00, 0.00, -0.01], [-0.03, 0.02, 0.01], [0.00, 0.00, 0.01], [-0.01, 0.01, -0.02], [0.01, 0.01, 0.05], [-0.02, -0.01, 0.01], [0.01, 0.01, 0.01], [0.00, 0.00, 0.00], [-0.04, 0.01, -0.10], [-0.11, 0.01, 0.42], [0.00, 0.00, 0.00], [-0.05, 0.02, 0.02], [0.01, -0.01, -0.02], [0.01, 0.00, 0.02], [0.04, 0.01, 0.00], [0.04, 0.00, 0.05], [0.01, -0.06, 0.22], [0.00, 0.00, -0.01], [0.00, 0.00, 0.00], [0.00, 0.02, -0.01], [0.01, 0.01, 0.04], [0.13, -0.34, -0.03], [-0.10, 0.18, 0.09], [0.00, -0.03, 0.02], [-0.01, 0.02, -0.02], [0.02, -0.01, 0.00], [-0.04, 0.06, 0.05], [-0.02, 0.02, 0.02], [-0.02, 0.02, 0.01], [0.00, -0.01, -0.01], [0.01, -0.05, 0.05], [0.00, 0.00, 0.00], [-0.02, -0.06, 0.00], [0.00, 0.01, 0.01], [0.02, 0.10, -0.21], [-0.05, 0.06, -0.07], [0.01, 0.00, 0.01], [-0.01, -0.02, 0.00], [0.00, -0.01, 0.00], [-0.03, 0.02, -0.20]], "mulliken_charge": [-0.43, -0.97, 1.19, 0.49, 0.43, -0.31, -0.17, 1.05, -0.09, 0.00, 0.95, -0.16, -0.60, 0.93, 0.32, -0.20, -0.61, -0.90, -1.01, 0.21, -0.67, 0.43, -0.42, 0.05, 0.50, 0.37, 0.15, 0.43, 0.51, 0.35, -0.61, 0.39, -0.05, 0.47, 0.44, -0.52, 0.45, -0.64, 1.52, 0.31, -0.82, 0.57, -0.63, -1.18, 0.28, -0.34, 0.57, -0.30, 0.43, 1.12, 0.50, -0.18, -0.66, 0.31, 0.40, -0.83, 0.51, 0.41, 0.41, 0.42, -0.94, 0.49, -0.98, -0.80, 0.41, -0.94, 0.55, 0.45, -0.83, 0.17, -0.28, -0.84, 0.62, -0.36, 1.11, 0.41, -1.16, -1.74, -0.93, -0.46, -0.44, 0.58, 0.61, 0.45, -0.56, 0.77, -0.77, 1.07, 0.49, 0.39, -0.49, 0.34, -1.20, 0.50, 0.50, -0.67, 0.42, 0.31, 0.38, -0.13, -0.01, 0.56, -0.90, 0.41, -0.09]}